Entry 1:
An isolated ion of composition C6H10N and charge +1 at a distorted geometry, computed with ωB97M-V with the def2-TZVPD basis set.

Each line ends with the Löwdin charge.
Atoms and positions in Å:
C1 2.268 0.512 -0.325  0.1462
C2 1.057 0.452 0.086  -0.1279
C3 -0.179 0.720 0.945  -0.0224
C4 -1.312 1.330 0.069  -0.0642
C5 -1.102 0.197 -0.856  -0.0799
N1 -0.116 -0.438 0.030  -0.1804
C6 -0.094 -1.825 0.236  0.0276
H1 2.914 -0.012 -1.016  0.0993
H2 2.893 1.268 0.142  0.0980
H3 0.047 0.616 1.935  0.1345
H4 -1.179 2.441 -0.279  0.1634
H5 -2.331 1.299 0.726  0.1776
H6 -1.959 -0.373 -0.968  0.1266
H7 -0.530 0.493 -1.705  0.1431
H8 -0.967 -2.106 0.963  0.1654
H9 -0.192 -2.438 -0.643  0.1158
H10 0.781 -2.136 0.660  0.0773

Charge: +1
SMILES: C=C1[C@H]2CC[N@@+]12C
Total energy (eV): -7863.3639
F_max (eV/A): 5.3
Orbital gap (eV): 12.42
HOMO energy (eV): -15.4



Entry 2:
An isolated ion of composition C6H10N and charge +1 at a distorted geometry, computed with ωB97M-V with the def2-TZVPD basis set.

Each line ends with the Löwdin charge.
Atoms and positions in Å:
C1 -2.939 0.073 0.019  0.1049
C2 -1.683 0.449 0.010  -0.1014
C3 -0.602 -0.522 -0.075  -0.0956
C4 0.146 -1.593 -0.156  0.2048
N1 0.869 -0.286 -0.030  -0.2763
C5 1.377 0.497 -1.150  0.0002
C6 1.443 0.111 1.189  -0.0208
H1 -3.040 -1.078 0.082  0.1328
H2 -3.763 0.662 0.126  0.0528
H3 -1.317 1.477 0.287  0.1398
H4 0.282 -2.555 -0.459  0.1086
H5 0.948 1.615 -1.192  0.1658
H6 2.519 0.351 -1.157  0.1411
H7 1.015 0.120 -2.075  0.0860
H8 2.465 0.262 1.093  0.0782
H9 0.975 1.079 1.469  0.1275
H10 1.306 -0.662 2.019  0.1515

Charge: +1
SMILES: C=CC1=C[N+]1(C)C
Total energy (eV): -7863.0962
F_max (eV/A): 4.8
Orbital gap (eV): 9.96
HOMO energy (eV): -14.4



Entry 3:
One molecule with the formula C6H10N2 at a distorted geometry, computed with ωB97M-V with the def2-TZVPD basis set.

Each line ends with the Löwdin charge.
Atoms and positions in Å:
C1 1.964 0.484 1.697  0.0586
C2 1.426 0.668 0.455  -0.0859
C3 -0.062 0.554 0.166  -0.1925
C4 -0.583 1.449 -0.960  -0.1124
C5 -1.388 0.491 -1.835  -0.1479
N1 -1.164 -0.737 -1.602  0.0121
N2 -0.356 -0.924 -0.561  -0.1699
C6 -0.629 -2.026 0.340  -0.0750
H1 2.911 0.715 1.935  0.0095
H2 1.499 0.074 2.513  0.0295
H3 1.939 1.051 -0.328  0.0589
H4 -0.445 0.438 1.134  0.0998
H5 0.266 1.851 -1.367  0.0687
H6 -1.158 2.192 -0.393  0.1175
H7 -2.045 0.808 -2.728  0.1245
H8 0.165 -2.855 0.390  0.1024
H9 -0.898 -1.776 1.312  0.0480
H10 -1.441 -2.459 -0.169  0.0543

SMILES: C=C[C@H]1CC=NN1C
Total energy (eV): -9360.7062
F_max (eV/A): 5.1
Orbital gap (eV): 9.09
HOMO energy (eV): -8.0



Entry 4:
A 2-piece molecular cluster, C6H10N2 overall at a distorted geometry, computed with ωB97M-V with the def2-TZVPD basis set.

Each line ends with the Löwdin charge.
Atoms and positions in Å:
H1 -0.033 -0.087 -2.400  0.0699
N1 0.559 0.548 -1.869  0.1896
C1 0.112 0.838 -0.720  -0.3719
C2 0.895 1.747 0.067  -0.1802
N2 1.502 2.484 0.701  0.1909
C3 -1.136 0.345 -0.087  -0.3100
C4 -1.581 -0.880 -0.357  0.0772
C5 -1.839 1.281 0.847  -0.0507
H2 -1.064 -1.544 -1.028  0.0635
H3 -2.476 -1.268 0.099  0.0700
H4 -2.376 2.040 0.279  0.0927
H5 -2.560 0.747 1.457  0.0814
H6 -1.131 1.795 1.493  0.0725
C6 2.225 -1.609 0.302  -0.0421
H7 2.294 -0.779 0.993  0.0137
H8 1.283 -2.124 0.452  0.0107
H9 3.041 -2.295 0.486  0.0156
H10 2.285 -1.238 -0.714  0.0071

SMILES: [H]/N=C(/C#N)C(=C)C.C
Total energy (eV): -9362.8328
F_max (eV/A): 1.2
Orbital gap (eV): 9.93
HOMO energy (eV): -10.3



Entry 5:
One molecule with the formula C6H10N2 at a distorted geometry, computed with ωB97M-V with the def2-TZVPD basis set.

Each line ends with the Löwdin charge.
Atoms and positions in Å:
C1 -1.038 -0.104 2.360  -0.0132
C2 -0.243 -0.108 1.308  -0.0869
C3 0.882 -0.309 0.573  -0.3022
N1 1.959 -1.151 0.871  0.0990
C4 0.637 0.351 -0.684  -0.3324
C5 1.433 0.799 -1.663  0.0609
N2 -0.760 0.693 -0.524  -0.0838
C6 -1.757 -0.198 -1.111  -0.0792
H1 -2.065 -0.442 2.312  0.0421
H2 -0.674 0.225 3.324  0.0420
H3 2.447 -0.924 1.729  0.0882
H4 2.607 -1.262 0.103  0.0779
H5 2.510 0.737 -1.575  0.0488
H6 1.027 1.311 -2.521  0.0481
H7 -0.935 1.665 -0.763  0.1369
H8 -1.589 -1.190 -0.701  0.0900
H9 -2.754 0.146 -0.834  0.0845
H10 -1.685 -0.237 -2.202  0.0793

SMILES: C=C=C(N)C(=C)NC
Total energy (eV): -9360.6562
F_max (eV/A): 2.2
Orbital gap (eV): 8.00
HOMO energy (eV): -7.1



Entry 6:
One molecule with the formula C6H10N2 at a distorted geometry, computed with ωB97M-V with the def2-TZVPD basis set.

Each line ends with the Löwdin charge.
Atoms and positions in Å:
N1 0.043 -1.328 1.446  -0.0134
C1 -0.132 -0.644 0.156  -0.4881
C2 1.315 -0.572 -0.302  -0.0781
C3 1.723 0.719 -0.509  -0.0590
C4 0.629 1.813 -0.046  -0.1343
C5 -0.556 0.963 0.286  -0.2437
N2 -1.512 0.591 -0.822  0.0008
C6 -1.307 -0.848 -0.750  -0.1642
H1 -0.784 -2.105 1.529  0.1065
H2 0.923 -2.123 1.710  0.1632
H3 1.997 -1.511 -0.388  0.1301
H4 2.777 0.937 -0.590  0.0762
H5 1.183 2.264 0.879  0.1334
H6 0.270 2.532 -0.889  0.1317
H7 -1.216 1.202 1.185  0.1531
H8 -2.383 0.978 -0.704  0.0624
H9 -0.951 -1.256 -1.742  0.1202
H10 -2.017 -1.611 -0.448  0.1032

SMILES: N[C@]12C=CC[C@H]1NC2
Total energy (eV): -9360.3576
F_max (eV/A): 6.5
Orbital gap (eV): 9.82
HOMO energy (eV): -8.8



Entry 7:
One molecule with the formula C6H10N2 at a distorted geometry, computed with ωB97M-V with the def2-TZVPD basis set.

Each line ends with the Löwdin charge.
Atoms and positions in Å:
C1 0.318 1.389 -2.029  -0.0404
C2 0.438 0.331 -1.001  -0.2157
C3 1.065 -0.848 -0.904  0.0599
C4 0.608 -1.057 0.534  -0.4810
N1 0.255 -2.283 1.124  0.1119
N2 1.111 0.086 1.263  0.1247
C5 -0.103 0.294 0.418  -0.3568
C6 -1.411 0.770 0.953  -0.0208
H1 -0.730 1.584 -2.257  0.0779
H2 0.832 1.094 -2.941  0.0769
H3 0.754 2.315 -1.654  0.0850
H4 1.786 -1.374 -1.498  0.0951
H5 -0.259 -2.160 1.990  0.0771
H6 -0.280 -2.856 0.481  0.0830
H7 0.869 0.040 2.253  0.0927
H8 -1.661 0.259 1.886  0.0738
H9 -1.387 1.843 1.149  0.0771
H10 -2.205 0.572 0.233  0.0796

SMILES: CC1=C[C@@]2(N)N[C@@]12C
Total energy (eV): -9361.3888
F_max (eV/A): 1.5
Orbital gap (eV): 8.40
HOMO energy (eV): -7.5



Entry 8:
One molecule with the formula C6H10N2 at a distorted geometry, computed with ωB97M-V with the def2-TZVPD basis set.

Each line ends with the Löwdin charge.
Atoms and positions in Å:
N1 2.338 -0.443 1.001  0.0081
C1 1.018 0.362 0.907  -0.4240
C2 0.909 0.719 -0.506  -0.0957
C3 0.048 0.136 -1.432  -0.0613
C4 -1.210 -0.549 -0.923  -0.4744
N2 -2.332 0.304 -1.355  -0.0736
C5 -1.046 -0.865 0.541  -0.0723
C6 -0.030 -0.581 1.335  -0.0824
H1 2.738 -0.300 2.025  0.1047
H2 3.089 0.151 0.531  0.0734
H3 1.033 1.295 1.478  0.1367
H4 1.622 1.504 -1.020  0.1349
H5 0.173 0.487 -2.500  0.1151
H6 -1.451 -1.537 -1.517  0.1601
H7 -3.274 0.220 -0.581  0.1535
H8 -2.001 1.511 -1.251  0.1730
H9 -1.801 -1.603 0.892  0.1115
H10 0.179 -0.811 2.375  0.1124

SMILES: N[C@H]1C=C[C@H](N)C=C1
Total energy (eV): -9360.6383
F_max (eV/A): 6.0
Orbital gap (eV): 10.06
HOMO energy (eV): -9.3



Entry 9:
One molecule with the formula C6H10N2 at a distorted geometry, computed with ωB97M-V with the def2-TZVPD basis set.

Each line ends with the Löwdin charge.
Atoms and positions in Å:
C1 -0.955 2.019 -0.455  0.0244
C2 -1.303 0.865 0.154  -0.1023
C3 -0.800 -0.566 -0.123  -0.3493
C4 -1.976 -1.572 -0.036  -0.0473
N1 0.318 -1.023 -0.430  0.0480
N2 1.319 -0.071 -0.727  -0.0829
C5 2.601 -0.615 -0.100  -0.1110
C6 1.878 0.495 0.517  -0.1803
H1 -0.151 2.110 -1.166  0.0508
H2 -1.281 3.012 -0.108  0.0620
H3 -2.075 0.800 0.890  0.0766
H4 -2.538 -1.333 0.906  0.0784
H5 -2.707 -1.391 -0.878  0.0966
H6 -1.639 -2.571 -0.094  0.0482
H7 3.555 -0.479 -0.652  0.1060
H8 2.468 -1.548 0.420  0.0918
H9 1.268 0.329 1.424  0.1112
H10 2.019 1.540 0.461  0.0792

SMILES: C=C/C(C)=N\N1CC1
Total energy (eV): -9360.8029
F_max (eV/A): 3.4
Orbital gap (eV): 9.95
HOMO energy (eV): -9.1



Entry 10:
A 2-piece molecular cluster, C6H10N2 overall at a distorted geometry, computed with ωB97M-V with the def2-TZVPD basis set.

Each line ends with the Löwdin charge.
Atoms and positions in Å:
C1 0.395 -1.100 2.397  0.0918
C2 0.403 -0.275 1.500  -0.2264
N1 0.701 0.223 0.241  -0.2665
C3 1.766 -0.465 -0.492  -0.0713
C4 0.688 1.662 0.003  -0.0804
H1 -0.068 -1.785 3.057  0.0155
H2 1.592 -0.433 -1.572  0.0835
H3 1.901 -1.487 -0.145  0.0878
H4 2.727 0.026 -0.332  0.0808
H5 -0.006 2.144 0.688  0.0888
H6 0.429 1.838 -1.048  0.0839
H7 1.674 2.105 0.140  0.0789
C5 -1.972 -0.480 -1.231  -0.0698
C6 -1.968 -0.039 0.158  -0.2988
N2 -2.338 -0.059 1.275  0.1587
H8 -2.845 -1.091 -1.453  0.0835
H9 -1.938 0.402 -1.872  0.0800
H10 -1.141 -1.188 -1.314  0.0796

SMILES: C#CN(C)C.CC#N
Total energy (eV): -9360.6179
F_max (eV/A): 4.5
Orbital gap (eV): 9.05
HOMO energy (eV): -8.3